No. 1
23
Properties=species:S:1:pos:R:3 method="wB97M-V/def2-TZVPD" charge=+1 multiplicity=1 homo_energy_ev=-12.92 de_lowest_kcal_mol=192.43 gap_ev=4.28
H -2.6985 0.3363 1.3011
H 0.7513 -0.6848 -0.0011
C 1.6534 1.2171 -2.4634
C -1.0783 -0.7275 2.1423
C 1.2367 2.4643 -2.1049
H 0.9998 0.3397 -2.3224
H -2.8681 -1.3580 0.7665
H -0.6389 -1.7778 2.0611
C -2.1666 -0.4604 0.9851
H 2.6867 1.0903 -2.7639
H -1.6450 0.6281 -0.8997
H 2.2881 -1.9808 -0.1771
H -1.0587 -1.1037 -0.7385
N 0.0424 0.2536 0.2841
H 1.9001 3.2575 -2.4449
C 0.0818 0.1889 1.7338
H 0.9439 -0.3943 2.0258
H -1.5128 -0.6182 3.1087
H 0.2683 2.6865 -1.5936
N 1.3290 -1.6815 -0.4321
H 0.0635 1.0675 2.2878
H 0.7096 -2.5348 -0.5135
C -1.2877 -0.2080 -0.2413

No. 2
23
Properties=species:S:1:pos:R:3 method="wB97M-V/def2-TZVPD" charge=+1 multiplicity=1 homo_energy_ev=-11.06 de_lowest_kcal_mol=28.53 gap_ev=7.60
H 1.3248 -1.1346 0.4375
C 0.9429 -0.1150 0.3926
H 1.1354 0.5631 3.1032
H 0.5262 1.8611 2.2683
H -0.6758 -1.7404 -1.1009
C 0.3945 0.1070 -1.0386
C -0.1722 0.0630 1.4169
H -0.4175 0.9646 3.3184
H 1.7350 0.6156 0.5234
H -1.2284 -1.8045 1.2594
C -0.4519 -0.7870 -1.5586
H -0.7757 0.1290 -3.3662
H 1.5170 1.9336 -1.2233
H 1.0944 1.2204 -2.7469
H 0.1219 -1.9216 2.3030
H -1.0334 0.6161 1.0470
C 0.7218 1.3983 -1.7329
N 0.3136 0.9163 2.6061
C -0.6707 -1.2294 2.0045
H -1.6009 -1.3229 -3.2292
H -0.1397 2.0490 -1.8146
H -1.3690 -1.0858 2.8213
N -1.1217 -0.5847 -2.7469

No. 3
23
Properties=species:S:1:pos:R:3 method="wB97M-V/def2-TZVPD" charge=+1 multiplicity=1 homo_energy_ev=-14.16 de_lowest_kcal_mol=66.73 gap_ev=10.08
H -3.1845 0.3742 1.0771
H -1.5770 1.6971 -1.4521
N 2.4707 0.2935 0.1299
H -2.3907 -0.9479 1.5527
H -2.8827 -0.8962 -0.0657
C 3.7119 0.4021 0.2202
H -0.4943 2.4493 -0.2772
H 0.0475 -2.5812 -0.7949
H 0.8596 -1.7701 0.5459
C -1.2787 1.7635 -0.4509
H 4.1773 -0.0613 1.1292
H -0.9107 -2.0647 0.8346
C -1.2120 0.4958 0.3488
C -0.3422 -0.5384 -0.3840
H -2.0465 2.3500 -0.0169
C -2.4955 -0.3017 0.7229
C -0.1455 -1.8888 0.0800
H 0.5677 0.8214 -1.5232
H -0.7519 0.8343 1.1937
N 0.2851 -0.1537 -1.5065
H 0.8358 -0.8915 -1.9157
H 4.4799 0.6727 -0.5348
H 2.2767 -0.0584 1.0870

No. 4
23
Properties=species:S:1:pos:R:3 method="wB97M-V/def2-TZVPD" smiles=C[C@H]([NH3+])[C@]1(C)CN1C charge=+1 multiplicity=1 homo_energy_ev=-13.00 de_lowest_kcal_mol=88.51 gap_ev=9.57
H -0.3887 -0.2685 2.7291
H 0.2960 0.1330 -2.5664
H 0.1754 -2.1676 -2.0162
H 1.4250 0.8414 -1.5256
N -0.8291 0.9756 1.3003
N 0.3680 0.5385 -1.6311
H -1.0021 -0.6942 -0.9039
H 0.7624 -2.5651 -0.3757
H -2.7454 1.9369 1.0583
C -1.9223 1.5196 0.3815
C 0.0325 -0.5341 -0.6876
H -1.3690 2.4275 -0.0564
H 1.6724 -1.5611 -1.3173
C 0.6702 -1.8120 -1.1223
H 1.6891 0.9811 1.6990
C 0.2023 -0.1233 0.7024
H 2.2129 0.3359 0.0308
H -2.2601 0.8294 -0.3305
H 2.1617 -0.7904 1.4411
C 1.6872 0.1022 0.9721
H -1.7549 -1.0790 1.6588
C -0.8683 -0.3124 1.7787
H -0.2151 1.2864 -1.2192

No. 5
23
Properties=species:S:1:pos:R:3 method="wB97M-V/def2-TZVPD" charge=+1 multiplicity=3 homo_energy_ev="-9.12 / -15.14" de_lowest_kcal_mol=27.47 s_squared=2.005 gap_ev="5.03 / 8.75"
C 1.4212 -1.8680 -0.7341
H -0.8107 1.8222 -1.5460
H 1.4131 -2.8546 -0.2805
H -1.6473 0.3167 -1.3422
H -1.9175 -1.2754 0.0504
C 1.4865 1.1421 -0.6168
C 0.2356 -1.0528 -0.1913
H 0.3839 -0.9489 0.8924
H 1.2680 2.2064 -0.6094
C -1.0838 -1.7830 -0.4308
N -0.7910 0.8513 -1.2547
H -2.5587 1.3555 2.0853
H 2.1072 0.9352 -1.4921
H -1.0219 -2.7783 0.0001
H 2.3734 -1.4028 -0.5020
H -1.7608 2.4923 3.2971
C -1.7229 2.0040 2.3223
C 0.2577 0.3389 -0.7073
N -0.8062 2.1289 1.4753
H 2.0728 0.8830 0.2600
H -1.2857 -1.9006 -1.4934
H 1.3376 -1.9885 -1.8104
H -0.0592 2.7573 1.7723

No. 6
25
Properties=species:S:1:pos:R:3 method="wB97M-V/def2-TZVPD" charge=+1 multiplicity=3 homo_energy_ev="-10.73 / -13.47" s_squared=2.014 gap_ev="8.13 / 8.05"
H -3.4453 -2.4590 -1.4702
H -3.1273 -1.7163 -2.8580
H -0.7724 1.0304 -1.3176
H 2.5466 1.6235 -0.0552
H 0.9497 2.1345 1.7567
H 0.9411 -1.4325 0.5713
H 0.9210 0.9485 -1.7661
H -2.3976 -1.9210 2.4180
H -0.6930 -2.0999 2.6689
S -2.9590 -0.3388 -0.9143
O -2.1039 0.5774 -1.6907
N -2.8915 -1.7503 -1.8117
N 0.3053 1.3790 -1.0995
C 0.2538 1.3951 1.3627
H 0.1155 -1.2124 -0.8638
C -1.4255 -1.7695 1.8859
H 0.1648 0.8044 2.2993
C 0.7603 0.6498 0.1604
H 2.6043 0.3271 1.1517
H -0.6490 1.8190 1.0182
C 2.2696 0.6559 0.2058
H 2.5477 -0.1117 -0.5586
C 0.1337 -0.8193 0.0645
H 0.1706 2.3706 -0.8121
C -1.1622 -1.2040 0.7523

No. 7
24
Properties=species:S:1:pos:R:3 method="wB97M-V/def2-TZVPD" multiplicity=1 homo_energy_ev="-8.80 / -6.28" de_lowest_kcal_mol=68.20 gap_ev="9.24 / 6.02"
H -2.7411 -0.6040 -0.6468
H 1.5409 -0.4344 1.8632
H -0.5569 1.2479 3.3485
H 0.4234 -1.9529 -2.2965
C 1.0264 0.1897 -1.4833
C -0.0151 1.2922 -0.9182
H 1.7914 0.5157 3.3776
C 1.0874 0.0406 2.7510
H -0.2276 1.8839 -1.7936
N 1.2271 -0.9115 -0.6512
N -1.1467 0.6590 -0.2855
P -1.2274 0.1204 1.2671
H -1.7434 -0.5828 -1.8714
H 0.7466 0.1709 -2.5588
C 0.5527 -2.0830 -1.2344
H -2.8091 0.6652 -1.7549
H 0.5780 1.8932 -0.2522
H 2.0723 0.6765 -1.3829
H 0.1769 2.0949 2.0801
H 0.5791 -0.7333 3.3364
C 0.0184 1.0689 2.3139
H -0.4181 -2.3059 -0.8148
C -2.0944 0.0796 -1.2011
H 1.1593 -2.9908 -1.1923

No. 8
24
Properties=species:S:1:pos:R:3 method="wB97M-V/def2-TZVPD" multiplicity=1 homo_energy_ev="-7.35 / -7.35" de_lowest_kcal_mol=112.03 gap_ev="5.92 / 5.93"
H 0.6922 0.6066 0.2738
C -0.0080 -0.9241 -1.6353
H -0.6629 1.0416 -2.3084
H 0.6513 -1.1119 -0.6350
C 1.6736 1.9495 -1.0394
C -1.9519 0.3877 -0.6583
N 1.2558 -1.1926 0.9123
H -0.6302 -2.7062 0.8366
N -0.8033 -2.0941 1.6303
N 0.2718 -0.5753 2.9849
H 0.6223 -0.9930 -2.5191
H -0.0318 2.3398 0.1256
H -1.8870 -0.2797 0.2005
H 1.8428 2.9776 -1.3360
H 0.6722 0.3477 2.9218
H -2.1746 1.4002 -0.3223
H 2.0129 -0.6273 1.2902
H 2.3695 1.2127 -1.4230
H -0.5870 -0.6146 3.5129
H -2.7938 0.0707 -1.2892
H -0.6811 -1.7831 -1.5611
C 0.6372 1.5814 -0.2645
C -0.7234 0.3186 -1.5051
C 0.2337 -1.3323 1.8078

No. 9
24
Properties=species:S:1:pos:R:3 method="wB97M-V/def2-TZVPD" multiplicity=1 homo_energy_ev="-8.61 / -6.90" de_lowest_kcal_mol=120.06 gap_ev="9.47 / 6.43"
H 0.7387 2.0840 2.6437
C 2.6283 0.3374 -0.0983
H -2.1314 -1.8875 -1.6558
C -0.0547 -0.5815 -0.3137
H -0.8175 0.1613 -2.1839
N 0.0307 1.3970 2.4337
H -0.9284 1.7159 2.3090
N 0.4563 0.2784 1.8966
H -1.5457 -0.1854 1.4611
C -0.5168 -0.5522 1.3543
C 1.2205 0.7143 -0.5088
H -1.4786 0.9830 -0.7843
C -2.4145 -0.9198 -1.2407
H 1.1555 0.7590 -1.5963
H -2.8481 -1.0961 -0.2554
H 1.0333 -1.7691 -1.4116
H 3.3642 0.9393 -0.6392
H -0.4433 -1.5725 1.7292
H 0.8887 1.6862 -0.1364
H 2.8255 -0.7101 -0.3358
H -3.1911 -0.4775 -1.8684
H 2.8052 0.4726 0.9671
N 0.4199 -1.7767 -0.5946
C -1.1964 -0.0001 -1.1715

No. 10
24
Properties=species:S:1:pos:R:3 method="wB97M-V/def2-TZVPD" smiles=CC1(C)NCCN[C@@H]1N multiplicity=1 homo_energy_ev=-7.63 de_lowest_kcal_mol=59.22 gap_ev=8.60
C -0.6469 1.8264 0.2700
C -0.6115 -0.5379 -0.4214
H -1.0901 -2.3260 0.6739
H -0.2361 0.7785 2.3060
H 0.7676 2.1850 2.0026
H -1.1906 -0.8782 1.6629
H 1.3981 -1.3960 0.2487
H -0.9444 1.0872 -1.5621
H -0.0738 2.6027 -0.2370
H 2.6205 -0.4020 -1.3174
C 1.1759 -0.3328 0.1136
H 1.8898 -0.1699 2.0495
N -1.0530 0.7974 -0.5940
C -1.3721 -1.2714 0.6711
N 1.5960 0.4086 1.2718
C -0.6471 -1.3213 -1.7225
H -2.4470 -1.2185 0.4915
H -1.6674 -1.5998 -1.9921
H -1.4814 2.2207 0.8372
C 0.4480 1.2281 1.5793
H -0.0533 -2.2295 -1.6293
N 1.8054 0.1541 -1.0820
H -0.2392 -0.7407 -2.5467
H 2.0526 1.1353 -1.0736